Molecular formula: C51H27Cl4N5O4Re
Method: DFT, the ωB97M-V functional and the def2-TZVPD basis

Values from the calculation:
HOMO level (spin up / spin down) = -0.26829 / -0.28027 hartree
energy relative to the best compared isomer or geometry (same formula, charge and spin) = 24.3 kJ/mol

Structure (ORCA input):
```
! RIJCOSX wB97M-V def2-TZVPD def2/J DEFGRID3
* xyz 0 4
Re 0.42886 -0.01259 0.10587
Cl 1.59691 1.51103 9.28995
Cl 4.33596 8.10219 -2.56135
Cl -2.61728 -0.80683 -8.86188
Cl -6.54010 -6.09713 2.47377
O 1.98681 -3.05363 2.76742
O 1.44092 -1.15519 1.69617
O 2.35984 -0.75935 -3.62564
O 1.94516 0.08477 -1.57687
N -0.82511 -0.31871 1.76153
N 1.73366 -2.12381 -0.52988
N -0.99165 -1.21832 -0.90196
N 1.09373 1.63505 1.15622
N -0.06230 1.34957 -1.42865
C 2.11871 2.81452 2.81282
C -0.36546 2.14089 -3.56199
C -1.78429 -1.28993 1.91651
C 2.80024 -4.12284 0.10933
C 1.79682 -2.40898 1.75282
C 2.46820 6.82463 -1.08424
C 2.36131 3.46210 1.64359
C 1.79567 5.69167 -0.64593
C -3.02458 -4.22962 2.19639
C -5.29400 -4.96823 2.03950
C -2.17508 -1.36199 3.29175
C -0.98216 -0.21460 -3.11133
C 2.93671 -3.32022 -2.15984
C 3.49296 6.68804 -2.00534
C 0.78433 2.45796 6.89115
C -2.31262 -3.02062 -1.41002
C -1.37850 -0.51811 3.97942
C -0.53212 1.02562 -2.67736
C 0.55857 2.57965 -1.56722
C -4.59092 -3.01853 0.84513
C 2.06669 -2.98489 0.40068
C -5.59280 -3.91367 1.19024
C -2.14356 -0.63438 -7.19812
C 2.20552 -2.21939 -1.75339
C -1.38720 -0.35902 -4.54636
C 1.28435 1.36790 7.58663
C 2.13839 -0.88137 -2.43177
C 3.17406 4.31773 -2.05008
C 0.51543 0.97170 3.41344
C -3.29734 -3.16504 1.34327
C 3.20051 -4.30532 -1.20930
C -1.91649 -2.47594 -2.58141
C -4.01674 -5.13426 2.54616
C -0.80189 -0.68825 -6.86196
C 0.53519 2.33560 5.53170
C 1.53545 0.16622 6.94531
C -2.23334 -2.18913 0.95419
C 0.78115 1.13543 4.86858
C 2.13761 4.43240 -1.12611
C 1.65686 2.75792 0.61758
C -1.80705 -2.17626 -0.35796
C -3.11745 -0.44273 -6.23133
C 1.25658 1.71439 2.51307
C 3.85633 5.44219 -2.49099
C -2.73162 -0.30753 -4.90511
C -0.50214 0.10785 3.03870
C 0.30550 3.09156 -2.88459
C -1.17878 -1.28253 -2.25809
C -0.42353 -0.54754 -5.53343
C 1.41730 3.20274 -0.67403
C 1.28070 0.05404 5.58705
H -0.69369 2.15999 -4.58961
H -0.05794 -0.83818 -7.63455
H -4.81697 -2.18734 0.18558
H 0.58648 3.38697 7.40974
H 3.44559 3.33475 -2.42250
H -2.01969 -4.35945 2.58615
H 2.19922 7.80672 -0.71719
H -4.16105 -0.39794 -6.51482
H 2.46968 3.07929 3.79813
H 0.62254 -0.58761 -5.25038
H 0.63050 4.05551 -3.24379
H -6.59890 -3.79366 0.80908
H -1.36852 -0.34140 5.04331
H 1.92629 -0.67358 7.50512
H 2.93426 4.36294 1.49299
H 1.48348 -0.88113 5.07138
H 0.12328 3.17693 4.98328
H -2.94763 -2.00643 3.67962
H -3.80068 -5.96387 3.20736
H 3.78382 -5.17705 -1.48194
H 4.66489 5.35514 -3.20534
H 0.98765 5.79017 0.07165
H -2.13765 -2.81139 -3.58348
H 3.31869 -3.36887 -3.17181
H 3.07510 -4.80181 0.90413
H -2.92034 -3.89966 -1.25616
H -3.48533 -0.15787 -4.13839
*
```